Entry 1:
Molecular formula: C22H48BNO27PS3
Method: DFT, ωB97M-V/def2-TZVPD

Values from the calculation:
- strongest force on any atom (hartree/bohr) = 0.0167
- net charge = -1
- HOMO level (hartree) = -0.22438
- E_LUMO (eV) = 2.03

Geometry (Å):
C  2.548  -0.517  0.543
O  1.291  -0.110  1.101
B  0.722  0.994  0.529
O  0.789  2.254  1.042
S  -0.250  0.690  -1.070
O  0.421  -0.401  -1.760
O  -0.438  1.913  -1.815
N  -1.615  0.100  -0.427
S  -2.934  0.971  -0.548
O  -2.891  2.259  0.101
O  -3.560  0.932  -1.852
P  -4.229  -0.285  0.698
S  -4.683  0.468  2.428
H  2.880  -1.387  1.108
H  3.286  0.283  0.618
H  2.421  -0.815  -0.498
H  0.567  2.252  1.983
H  -5.312  -0.555  -0.152
H  -3.540  -1.502  0.791
C  3.342  -6.994  -3.618
O  3.137  -5.758  -2.929
C  1.963  -5.171  -3.202
O  1.136  -5.626  -3.954
O  1.883  -4.048  -2.517
C  0.663  -3.292  -2.698
H  4.319  -7.350  -3.304
H  2.576  -7.719  -3.349
H  3.330  -6.841  -4.696
H  -0.190  -3.891  -2.387
H  0.553  -3.001  -3.740
H  0.749  -2.405  -2.080
C  -0.858  -11.366  -6.985
O  -1.345  -10.041  -7.195
C  -0.523  -9.080  -6.754
O  0.544  -9.269  -6.228
O  -1.085  -7.906  -7.003
C  -0.316  -6.772  -6.566
H  -1.619  -12.029  -7.387
H  0.084  -11.518  -7.511
H  -0.717  -11.561  -5.924
H  0.648  -6.753  -7.071
H  -0.168  -6.789  -5.491
H  -0.895  -5.896  -6.842
C  3.848  -4.963  1.055
O  3.672  -4.112  2.194
C  3.812  -4.712  3.373
O  4.080  -5.870  3.558
O  3.599  -3.798  4.323
C  3.701  -4.288  5.662
H  3.697  -4.332  0.184
H  4.853  -5.383  1.045
H  3.113  -5.765  1.063
H  4.700  -4.676  5.854
H  2.962  -5.067  5.842
H  3.503  -3.435  6.304
C  5.699  -1.014  3.392
O  5.968  0.092  2.527
C  7.185  0.612  2.634
O  8.050  0.245  3.389
O  7.289  1.615  1.762
C  8.556  2.275  1.768
H  4.674  -1.308  3.187
H  6.368  -1.844  3.172
H  5.796  -0.724  4.437
H  9.352  1.578  1.511
H  8.755  2.714  2.744
H  8.486  3.055  1.017
C  -2.884  4.006  -2.930
O  -3.430  5.299  -2.599
C  -2.549  6.207  -2.223
O  -1.352  6.102  -2.209
O  -3.222  7.311  -1.844
C  -2.383  8.376  -1.404
H  -3.730  3.390  -3.214
H  -2.177  4.072  -3.754
H  -2.409  3.573  -2.055
H  -1.716  8.697  -2.203
H  -1.793  8.072  -0.540
H  -3.051  9.188  -1.129
C  -4.353  5.303  0.387
O  -5.397  5.020  1.339
C  -6.407  4.311  0.846
O  -6.526  3.918  -0.282
O  -7.288  4.107  1.836
C  -8.417  3.325  1.450
H  -3.603  5.874  0.929
H  -3.910  4.375  0.028
H  -4.730  5.892  -0.440
H  -8.102  2.336  1.120
H  -8.971  3.817  0.652
H  -9.038  3.240  2.337
C  -0.986  8.771  6.245
O  -2.085  8.529  5.368
C  -2.252  7.238  5.048
O  -1.565  6.333  5.444
O  -3.292  7.145  4.232
C  -3.593  5.811  3.786
H  -0.972  9.844  6.416
H  -1.123  8.246  7.189
H  -0.050  8.456  5.787
H  -3.828  5.169  4.633
H  -2.753  5.397  3.231
H  -4.460  5.885  3.139

Mulliken atomic charge list, values in e, 5 entries: C -0.39; O -0.43; B 0.61; O -0.42; S 0.79

---

Entry 2:
Molecular formula: C22H48Cl4F6NO12S2Zn
Method: DFT, ωB97M-V/def2-TZVPD

Values from the calculation:
- strongest force on any atom (hartree/bohr) = 0.0967
- net charge = +1
- HOMO level (hartree) = -0.39784
- E_LUMO (eV) = -9.66

Geometry (Å):
Zn  -7.569  -11.899  -27.848
C  -10.001  -8.252  -23.888
F  -8.653  -7.985  -23.766
F  -10.487  -9.121  -23.013
F  -10.509  -7.063  -23.516
S  -10.656  -8.755  -25.612
O  -11.988  -8.254  -26.027
O  -9.486  -8.393  -26.432
N  -10.534  -10.499  -25.796
S  -11.842  -11.002  -25.011
O  -11.430  -12.215  -24.316
O  -12.554  -10.126  -24.127
C  -13.123  -11.612  -26.336
F  -14.233  -11.913  -25.660
F  -13.311  -10.752  -27.288
F  -12.668  -12.706  -27.030
C  -7.648  -15.841  -27.735
O  -6.822  -14.784  -27.262
C  -5.567  -15.264  -26.789
C  -5.073  -14.361  -25.576
O  -5.281  -12.960  -25.906
C  -4.657  -12.005  -24.989
H  -7.175  -16.523  -28.441
H  -8.509  -15.383  -28.221
H  -8.169  -16.410  -26.964
H  -4.884  -15.168  -27.634
H  -5.567  -16.319  -26.515
H  -4.064  -14.730  -25.394
H  -5.707  -14.487  -24.698
H  -3.646  -12.323  -24.735
H  -5.188  -11.841  -24.052
H  -4.830  -11.022  -25.426
C  -11.026  -2.099  -28.513
O  -11.048  -1.882  -27.115
C  -12.108  -1.118  -26.523
C  -13.510  -1.430  -27.103
O  -14.459  -1.089  -26.052
C  -14.803  0.306  -25.950
H  -11.055  -1.123  -28.998
H  -11.866  -2.567  -29.025
H  -10.012  -2.413  -28.759
H  -11.840  -0.072  -26.676
H  -12.194  -1.270  -25.447
H  -13.767  -2.474  -27.280
H  -13.726  -0.990  -28.077
H  -14.591  0.747  -26.925
H  -14.215  0.816  -25.187
H  -15.853  0.455  -25.699
C  -3.578  -3.192  -26.925
O  -2.359  -3.342  -26.156
C  -2.254  -2.370  -25.089
C  -3.178  -2.625  -23.911
O  -2.909  -3.948  -23.288
C  -2.921  -3.930  -21.888
H  -3.569  -3.878  -27.772
H  -3.569  -2.220  -27.419
H  -4.494  -3.451  -26.395
H  -2.452  -1.357  -25.442
H  -1.233  -2.231  -24.734
H  -4.210  -2.577  -24.260
H  -3.172  -1.737  -23.278
H  -3.862  -3.546  -21.495
H  -2.076  -3.311  -21.589
H  -2.970  -4.985  -21.620
C  -13.034  -11.387  -14.539
O  -13.157  -10.650  -15.755
C  -14.449  -10.704  -16.398
C  -14.383  -9.747  -17.581
O  -14.484  -8.333  -17.260
C  -14.685  -7.523  -18.415
H  -13.482  -10.856  -13.699
H  -11.979  -11.538  -14.310
H  -13.380  -12.372  -14.851
H  -15.349  -10.420  -15.852
H  -14.629  -11.676  -16.857
H  -15.010  -10.258  -18.311
H  -13.416  -9.875  -18.067
H  -14.707  -6.472  -18.124
H  -15.601  -7.752  -18.959
H  -13.878  -7.700  -19.125
Cl  -8.270  -8.193  -16.068
C  -6.855  -8.810  -16.974
C  -7.063  -10.297  -17.373
Cl  -5.527  -10.793  -18.140
H  -5.996  -8.501  -16.379
H  -6.843  -8.199  -17.876
H  -7.897  -10.419  -18.064
H  -7.146  -10.923  -16.485
Cl  -13.548  -16.427  -34.151
C  -14.799  -15.402  -33.432
C  -15.758  -14.754  -34.453
Cl  -14.836  -13.604  -35.640
H  -14.331  -14.599  -32.863
H  -15.319  -16.001  -32.685
H  -16.497  -14.171  -33.903
H  -16.410  -15.430  -35.005

Mulliken atomic charge list, values in e, 5 entries: Zn 1.05; C 0.73; F -0.20; F -0.18; F -0.22

---

Entry 3:
Molecular formula: C22H48F2InNO20S7
Method: DFT, ωB97M-V/def2-TZVPD

Values from the calculation:
- strongest force on any atom (hartree/bohr) = 0.2235
- net charge = +2
- HOMO level (hartree) = -0.46985
- E_LUMO (eV) = -11.71

Geometry (Å):
In  -20.994  24.002  -10.229
N  -23.282  22.254  -5.115
S  -23.622  20.965  -4.373
O  -24.990  20.438  -4.255
O  -22.630  20.466  -3.436
F  -23.296  19.934  -5.586
S  -23.679  23.235  -3.805
O  -22.953  23.146  -2.527
O  -25.069  23.619  -3.925
F  -22.988  24.498  -4.550
C  -22.734  13.011  -12.763
C  -23.013  13.500  -14.217
C  -22.268  14.796  -14.509
S  -21.415  15.321  -12.993
O  -21.596  16.752  -12.599
O  -20.049  14.715  -13.114
C  -22.436  14.265  -11.874
H  -21.818  12.437  -12.902
H  -23.470  12.393  -12.248
H  -24.083  13.410  -14.402
H  -22.735  12.641  -14.827
H  -22.984  15.611  -14.403
H  -21.552  14.763  -15.330
H  -23.396  14.770  -11.769
H  -21.789  14.252  -10.997
C  -14.880  16.023  -5.113
C  -15.014  15.717  -6.608
C  -14.980  17.045  -7.451
S  -15.943  18.209  -6.322
O  -17.310  18.021  -6.805
O  -15.425  19.553  -6.278
C  -15.592  17.315  -4.726
H  -13.875  16.045  -4.691
H  -15.408  15.195  -4.641
H  -15.959  15.214  -6.812
H  -14.431  14.895  -7.023
H  -15.357  17.077  -8.473
H  -13.961  17.422  -7.540
H  -16.444  17.270  -4.047
H  -14.882  18.026  -4.304
C  -33.881  20.895  -4.586
C  -32.687  19.965  -4.384
C  -32.545  19.380  -5.856
S  -34.399  18.743  -6.100
O  -34.569  17.385  -5.514
O  -34.896  18.991  -7.430
C  -35.035  19.986  -4.959
H  -33.757  21.553  -5.446
H  -34.243  21.283  -3.634
H  -32.880  19.285  -3.554
H  -31.790  20.537  -4.143
H  -31.742  18.660  -6.010
H  -32.358  20.070  -6.679
H  -35.183  19.399  -4.052
H  -35.952  20.508  -5.233
C  -14.108  26.253  -3.004
C  -14.713  27.424  -2.241
C  -16.150  27.560  -2.961
S  -15.700  27.494  -4.832
O  -15.568  28.833  -5.383
O  -16.570  26.571  -5.491
C  -14.076  26.644  -4.438
H  -14.584  25.275  -2.938
H  -13.100  26.176  -2.595
H  -14.170  28.328  -2.516
H  -14.685  27.285  -1.160
H  -16.822  28.412  -2.852
H  -16.628  26.610  -2.721
H  -13.562  27.587  -4.626
H  -13.892  25.869  -5.183
C  -20.423  31.674  1.186
C  -21.415  30.979  0.284
O  -21.378  31.722  -0.913
S  -20.693  33.249  -0.850
O  -21.735  34.277  -0.981
O  -19.502  33.289  -1.705
O  -20.319  33.010  0.723
H  -19.409  31.277  1.219
H  -20.938  31.662  2.147
H  -22.403  30.919  0.742
H  -21.280  29.913  0.101
C  -26.477  31.077  -8.381
C  -25.171  31.039  -9.269
O  -24.417  29.980  -8.837
O  -26.374  30.783  -6.974
H  -27.208  30.343  -8.717
H  -26.989  32.033  -8.493
H  -24.557  31.902  -9.012
H  -25.390  31.046  -10.336
H  -24.350  29.972  -7.879
H  -27.012  31.310  -6.487
C  -27.520  20.550  2.762
C  -28.595  21.370  3.608
O  -28.969  22.645  3.016
O  -27.875  20.877  1.407
H  -27.534  19.487  2.999
H  -26.611  21.107  2.995
H  -28.322  21.686  4.615
H  -29.485  20.755  3.741
H  -29.900  22.770  3.216
H  -28.037  21.822  1.361

Mulliken atomic charge list, values in e, 5 entries: In 1.00; N -0.10; S 1.07; O -0.43; O -0.40

---

Entry 4:
Molecular formula: C22H48FN2O12PS
Method: DFT, ωB97M-V/def2-TZVPD

Values from the calculation:
- strongest force on any atom (hartree/bohr) = 0.1906
- net charge = 0
- HOMO level (hartree) = -0.32080
- SMILES = CCOP(=O)(CC[C@@H]1OS(=O)(=O)O[C@H]1CC(=O)F)OCC.COCCNCCOC.COCCNCCOC
- E_LUMO (eV) = -0.70

Geometry (Å):
C  1.864  0.117  0.303
C  1.926  1.194  -0.931
O  1.604  2.583  -0.566
P  0.108  3.042  -1.408
O  0.283  2.925  -3.006
C  -1.254  1.904  -0.702
C  -2.145  1.106  -1.827
C  -3.446  0.463  -0.996
O  -4.064  -0.768  -1.521
S  -5.549  -0.112  -2.145
O  -5.038  0.570  -3.448
O  -6.710  -1.148  -2.298
O  -5.790  1.154  -0.981
C  -4.495  1.648  -0.458
C  -4.571  1.668  1.186
C  -4.497  3.200  1.831
O  -4.360  4.320  1.108
F  -4.629  3.324  3.328
O  -0.110  4.742  -1.081
C  -1.514  5.160  -1.207
C  -2.149  5.031  -2.713
H  0.988  0.297  1.072
H  2.885  -0.001  0.866
H  1.634  -0.945  -0.190
H  1.214  0.818  -1.781
H  3.053  1.203  -1.315
H  -0.739  1.060  -0.033
H  -1.902  2.540  0.064
H  -2.479  1.750  -2.745
H  -1.547  0.153  -2.223
H  -2.886  0.051  -0.030
H  -4.260  2.679  -1.011
H  -3.753  1.022  1.721
H  -5.649  1.248  1.472
H  -2.246  4.631  -0.450
H  -1.559  6.320  -0.928
H  -1.427  5.540  -3.510
H  -2.269  3.904  -3.006
H  -3.247  5.498  -2.750
C  -4.871  -4.117  -1.473
O  -4.437  -5.187  -0.645
C  -4.716  -6.485  -1.187
C  -3.430  -7.166  -1.690
N  -2.918  -6.512  -2.902
C  -1.542  -6.890  -3.249
C  -0.429  -6.629  -2.211
O  -0.131  -5.248  -2.000
C  -1.034  -4.574  -1.136
H  -4.848  -3.199  -0.878
H  -4.196  -3.980  -2.320
H  -5.894  -4.274  -1.829
H  -5.490  -6.453  -1.962
H  -5.110  -7.083  -0.358
H  -3.642  -8.211  -1.908
H  -2.702  -7.123  -0.875
H  -2.942  -5.506  -2.774
H  -1.289  -6.329  -4.156
H  -1.530  -7.951  -3.524
H  0.492  -7.068  -2.612
H  -0.606  -7.139  -1.258
H  -1.400  -5.216  -0.330
H  -1.863  -4.167  -1.715
H  -0.511  -3.726  -0.687
C  7.992  1.862  4.993
O  7.419  3.130  4.706
C  7.834  3.679  3.448
C  6.697  3.618  2.412
N  6.434  2.236  1.989
C  5.170  2.064  1.261
C  3.859  2.471  1.970
O  3.492  1.626  3.063
C  4.180  1.897  4.275
H  7.825  1.647  6.053
H  7.504  1.073  4.415
H  9.069  1.855  4.804
H  8.752  3.211  3.074
H  8.061  4.734  3.636
H  6.974  4.212  1.543
H  5.814  4.068  2.874
H  6.408  1.635  2.806
H  5.098  0.997  1.017
H  5.239  2.599  0.308
H  3.052  2.364  1.235
H  3.846  3.524  2.270
H  4.385  2.963  4.411
H  5.102  1.317  4.313
H  3.556  1.560  5.106

Mulliken atomic charge list, values in e, 5 entries: C -0.62; C -0.38; O -0.36; P 0.66; O -0.67

---

Entry 5:
Molecular formula: C22H48N2O6S2V
Method: DFT, ωB97M-V/def2-TZVPD

Values from the calculation:
- energy relative to the best compared isomer or geometry (same formula, charge and spin) (kcal/mol) = 81.6
- strongest force on any atom (hartree/bohr) = 0.0744
- net charge = -1
- HOMO level (hartree) = -0.14201
- E_LUMO (eV) = 2.38

Geometry (Å):
O  24.770  -0.102  19.684
V  24.991  -1.622  20.107
O  24.362  -1.783  21.553
C  27.181  -0.017  22.321
C  28.365  -0.173  21.444
C  29.696  0.082  22.279
C  29.917  -0.986  23.396
C  29.958  -2.294  22.667
C  28.710  -2.735  21.739
N  28.344  -1.614  20.858
O  27.339  -1.908  19.934
C  27.455  -3.203  22.561
C  29.238  -3.990  21.026
C  28.317  0.942  20.268
H  26.344  -0.658  22.044
H  26.780  0.986  22.464
H  27.329  -0.248  23.376
H  29.514  0.990  22.854
H  30.546  0.450  21.705
H  29.175  -0.953  24.194
H  30.836  -0.744  23.931
H  30.051  -3.040  23.456
H  30.882  -2.378  22.094
H  27.518  -2.519  23.408
H  27.436  -4.274  22.760
H  26.527  -3.076  22.004
H  29.543  -4.681  21.812
H  30.097  -3.930  20.358
H  28.408  -4.445  20.485
H  27.367  0.865  19.739
H  29.080  0.584  19.576
H  28.516  2.000  20.441
C  25.074  -4.925  20.316
C  23.770  -4.918  19.516
C  22.733  -5.223  20.636
C  21.337  -4.941  20.234
C  21.251  -3.572  19.636
C  22.158  -3.132  18.594
N  23.524  -3.463  19.088
O  24.563  -3.002  18.218
C  21.916  -1.618  18.651
C  21.668  -3.821  17.198
C  23.803  -6.100  18.441
H  24.923  -4.267  21.172
H  25.966  -4.575  19.796
H  25.163  -5.852  20.882
H  22.944  -4.773  21.606
H  22.948  -6.262  20.884
H  20.714  -4.979  21.128
H  20.922  -5.688  19.557
H  21.381  -2.909  20.491
H  20.301  -3.526  19.103
H  20.863  -1.347  18.581
H  22.341  -1.135  17.771
H  22.361  -1.145  19.526
H  20.984  -4.644  17.407
H  22.482  -4.269  16.628
H  21.119  -3.015  16.712
H  24.044  -5.636  17.485
H  22.831  -6.594  18.451
H  24.443  -6.954  18.661
C  23.965  2.611  18.134
S  23.749  4.476  18.251
O  24.910  4.828  19.101
C  24.391  5.085  16.564
H  23.240  2.226  17.416
H  23.856  2.099  19.090
H  24.936  2.369  17.701
H  24.825  6.079  16.674
H  23.497  5.169  15.946
H  25.120  4.423  16.096
C  24.427  -1.014  24.676
S  25.215  -0.018  26.110
O  26.555  -0.693  26.487
C  25.404  1.546  25.207
H  23.748  -1.843  24.875
H  25.176  -1.395  23.982
H  23.737  -0.410  24.087
H  25.291  2.457  25.795
H  24.696  1.632  24.383
H  26.391  1.670  24.763

Mulliken atomic charge list, values in e, 5 entries: O -0.57; V 1.05; O -0.51; C -0.64; C 1.94